Here is a molecular structure, C2H8N2O in a non-equilibrium geometry from the OMol25 dataset. Energies are from the ωB97M-V functional and the def2-TZVPD basis.

Last column: natural (NBO) charge in e.
Atoms and positions in Å:
O 1.902 0.946 0.246  -0.63
N 0.381 -1.195 0.677  -0.81
N 0.613 1.045 0.252  -0.12
C -0.176 0.001 0.304  0.38
C -1.657 0.141 0.220  -0.66
H -0.134 -1.787 1.307  0.39
H -1.938 1.165 -0.015  0.23
H 2.051 -0.092 -1.963  0.03
H 0.218 1.945 -0.039  0.36
H 1.371 -1.084 0.876  0.42
H -2.048 -0.521 -0.551  0.23
H -2.127 -0.135 1.163  0.22
H 1.545 -0.430 -2.478  -0.04

Results
* highest occupied orbital energy: -7.8 eV
* orbital gap: 8.54 eV
* molecular weight: 76.10 g/mol
* lowest unoccupied orbital energy: 0.764 eV
* spin multiplicity: 1